{
  "formula": "C19H30N2O5S",
  "method": "ωB97M-V with the def2-TZVPD basis set",
  "elements": ["C", "O", "C", "C", "N", "C", "C", "O", "C", "C", "C", "C", "C", "N", "S", "O", "O", "C", "C", "C", "C", "C", "C", "C", "C", "O", "C", "H", "H", "H", "H", "H", "H", "H", "H", "H", "H", "H", "H", "H", "H", "H", "H", "H", "H", "H", "H", "H", "H", "H", "H", "H", "H", "H", "H", "H", "H"],
  "coordinates": [[1.696687, -1.409387, 0.676419], [0.844619, -2.418938, 1.202757], [1.110262, -2.823456, 2.511858], [0.855828, -1.727470, 3.570669], [-0.459254, -1.139024, 3.443383], [-1.556554, -2.032856, 3.723570], [-0.552631, 0.128415, 2.965283], [0.453169, 0.794880, 2.779418], [-1.948217, 0.686389, 2.693075], [-2.511639, 0.080927, 1.400888], [-1.622856, 0.405691, 0.196266], [-1.031999, 1.821353, 0.286232], [-0.779728, 2.414071, -1.101521], [0.262783, 1.721447, -1.831572], [-0.131706, 0.444374, -2.832587], [-1.552182, 0.403313, -3.025348], [0.553693, -0.735629, -2.379609], [0.639121, 1.000596, -4.346670], [1.946916, 0.648070, -4.613513], [2.551923, 1.118249, -5.767658], [1.842624, 1.934479, -6.634928], [0.529154, 2.280317, -6.357152], [-0.077678, 1.811283, -5.203772], [-1.949783, 2.705357, 1.127722], [-1.916270, 2.223095, 2.580157], [2.425794, -3.262252, 2.707251], [2.738449, -4.446648, 2.003125], [1.532211, -0.450375, 1.175177], [1.436457, -1.334479, -0.379041], [2.746911, -1.692899, 0.785738], [0.408739, -3.663473, 2.667723], [0.975227, -2.179897, 4.559079], [1.598554, -0.938022, 3.451749], [-1.266132, -2.688016, 4.546801], [-1.800508, -2.654536, 2.858003], [-2.445787, -1.484742, 4.023934], [-2.597286, 0.417407, 3.531463], [-2.609890, -1.000187, 1.489571], [-3.513731, 0.487597, 1.249893], [-2.214145, 0.310381, -0.715993], [-0.818358, -0.327078, 0.131907], [-0.068654, 1.777853, 0.805229], [-1.676520, 2.350559, -1.720122], [-0.483512, 3.465928, -1.013904], [1.051248, 1.477977, -1.251262], [2.462560, 0.000919, -3.922045], [3.572917, 0.848312, -5.991504], [2.314862, 2.299910, -7.534770], [-0.019911, 2.911992, -7.038976], [-1.100628, 2.048919, -4.960002], [-2.964811, 2.670025, 0.728119], [-1.616102, 3.744056, 1.088086], [-0.996223, 2.579904, 3.046073], [-2.759504, 2.650953, 3.125371], [2.144818, -5.287668, 2.380630], [3.795564, -4.634021, 2.177606], [2.551110, -4.333942, 0.931726]],
  "atomic_forces_ev_per_a": [[0.1, 0.1, -0.1], [-0.1, -0.1, 0.1], [-0.3, -0.1, 0.4], [0.5, -0.2, -0.4], [0.3, -0.3, 0.1], [-0.3, 0.0, -0.1], [-0.3, 0.1, 0.3], [0.2, 0.3, -0.1], [-0.1, 0.1, 0.1], [0.1, -0.1, 0.0], [0.0, 0.0, 0.1], [-0.1, 0.3, -0.3], [-0.4, 0.2, 0.3], [-0.1, -0.8, -0.5], [0.5, 0.4, 0.0], [0.1, 0.3, -0.1], [0.1, 0.2, -0.2], [-0.2, -0.3, 0.3], [0.1, -0.1, 0.1], [0.0, 0.0, 0.0], [0.0, 0.0, 0.0], [0.0, 0.0, 0.1], [-0.2, 0.0, -0.1], [0.3, -0.1, 0.0], [0.0, 0.1, 0.0], [-0.1, 0.3, 0.1], [0.0, 0.0, -0.1], [0.0, 0.0, 0.0], [0.1, 0.0, 0.1], [0.0, 0.0, 0.0], [0.2, 0.1, 0.0], [0.0, 0.0, 0.0], [-0.1, -0.1, 0.1], [0.0, 0.0, 0.0], [-0.1, 0.0, 0.0], [0.0, -0.1, 0.0], [0.1, 0.0, -0.1], [-0.1, 0.0, 0.0], [0.0, 0.0, 0.0], [0.0, 0.0, 0.0], [0.0, -0.1, 0.0], [0.0, 0.0, 0.0], [-0.1, 0.2, 0.1], [-0.1, -0.1, 0.0], [0.2, -0.2, 0.0], [0.1, -0.1, 0.0], [0.1, 0.0, 0.0], [0.0, 0.0, -0.1], [-0.1, 0.0, 0.0], [-0.1, 0.1, -0.1], [-0.1, 0.0, -0.1], [-0.1, 0.1, 0.0], [-0.1, 0.0, 0.0], [0.0, 0.0, 0.0], [0.0, 0.0, 0.0], [0.0, -0.1, 0.0], [0.0, 0.0, 0.0]],
  "spin_multiplicity": 1,
  "homo_energy_ev": -9.22,
  "relative_energy_kcal_mol": 15.3
}

{
  "formula": "C19H30N5O2P",
  "method": "ωB97M-V with the def2-TZVPD basis set",
  "elements": ["C", "C", "C", "O", "O", "C", "C", "C", "C", "N", "C", "C", "N", "P", "C", "C", "C", "C", "H", "H", "H", "H", "H", "H", "H", "H", "H", "H", "H", "H", "H", "H", "H", "H", "H", "H", "H", "H", "H", "C", "C", "N", "H", "H", "H", "C", "C", "N", "H", "H", "H", "C", "C", "N", "H", "H", "H"],
  "coordinates": [[4.346588, 0.190892, 1.194459], [4.178577, 1.428878, 0.316200], [2.864613, 2.098500, 0.578680], [2.640214, 2.814599, 1.524645], [1.920352, 1.767033, -0.324311], [0.698252, 2.501489, -0.240747], [-0.398420, 1.719843, -0.954576], [-1.345646, 0.929111, -0.014253], [-2.136341, 1.910053, 0.721625], [-2.758349, 2.683430, 1.303481], [-2.322839, 0.136735, -0.922541], [-3.289592, -0.668421, -0.178196], [-4.041536, -1.279343, 0.438421], [-0.302752, -0.142200, 1.168248], [-0.969248, 0.144030, 2.853071], [-2.442599, -0.148866, 3.129604], [-0.678394, -1.909858, 0.792623], [0.652269, -2.656165, 0.609593], [4.347889, 0.480333, 2.243436], [3.548499, -0.527761, 1.015297], [5.302072, -0.281306, 0.976983], [4.930370, 2.164793, 0.603933], [4.317458, 1.210126, -0.735359], [0.851925, 3.459804, -0.734523], [0.413933, 2.692576, 0.792712], [0.082519, 0.995532, -1.610100], [-0.995299, 2.425265, -1.530078], [-2.903135, 0.833899, -1.532802], [-1.766073, -0.495829, -1.613965], [-0.355211, -0.509984, 3.475985], [-0.692995, 1.163319, 3.120140], [-2.632654, -1.220367, 3.152673], [-3.111261, 0.342387, 2.436146], [-2.695070, 0.223067, 4.124683], [-1.254335, -2.011249, -0.123182], [-1.276491, -2.367659, 1.580075], [0.487292, -3.718587, 0.450040], [1.185576, -2.222170, -0.236158], [1.292738, -2.492822, 1.475158], [3.746289, 0.670383, -4.144797], [4.623250, 0.105958, -3.127625], [5.314661, -0.339413, -2.323457], [4.267377, 1.456236, -4.687682], [3.449072, -0.108744, -4.845076], [2.861101, 1.094481, -3.676252], [-0.330383, 0.534200, -5.829612], [0.350735, 1.620761, -5.138280], [0.888401, 2.479289, -4.593997], [0.076799, 0.422776, -6.832398], [-0.191293, -0.396907, -5.282608], [-1.394268, 0.752163, -5.900899], [-5.256171, -3.297210, 4.101109], [-4.402175, -3.042136, 5.254306], [-3.717011, -2.825603, 6.151744], [-4.891888, -2.738783, 3.239621], [-5.251613, -4.359621, 3.866284], [-6.274891, -2.984910, 4.321188]],
  "atomic_forces_ev_per_a": [[0.1, 0.0, -0.1], [0.2, 0.4, 0.2], [-0.2, 0.0, 0.5], [0.1, 0.0, -0.3], [0.1, 0.2, -0.3], [-0.4, -0.1, -0.1], [0.2, -0.2, 0.3], [-0.4, -0.1, -0.3], [-0.1, 0.1, 0.4], [0.1, 0.0, -0.2], [-0.2, 0.2, 0.0], [-0.1, -0.1, 0.1], [0.1, 0.0, -0.2], [0.9, 0.2, 0.1], [-0.5, -0.2, -0.2], [0.2, 0.1, 0.6], [0.0, -0.2, -0.1], [-0.2, 0.5, 0.1], [-0.1, 0.0, 0.1], [0.0, -0.1, 0.0], [0.0, -0.1, -0.1], [0.1, 0.0, 0.0], [-0.2, -0.1, 0.0], [0.0, 0.1, 0.0], [0.2, 0.0, 0.1], [0.0, 0.1, -0.3], [-0.1, -0.1, -0.2], [0.1, 0.1, 0.0], [0.0, -0.1, 0.1], [0.2, 0.0, 0.0], [0.0, 0.1, 0.0], [-0.1, 0.0, -0.2], [-0.1, -0.1, -0.1], [0.0, 0.0, 0.0], [-0.1, 0.0, 0.0], [-0.1, 0.1, 0.1], [0.1, -0.1, 0.0], [0.1, -0.2, -0.1], [0.0, -0.2, 0.1], [0.0, 0.0, 0.0], [0.3, -0.2, 0.2], [-0.2, 0.1, -0.3], [0.0, 0.0, 0.0], [0.0, 0.0, 0.0], [0.0, 0.0, 0.0], [0.0, 0.0, 0.0], [0.1, 0.3, 0.1], [-0.2, -0.3, -0.1], [0.0, 0.0, 0.0], [0.0, 0.0, 0.0], [0.0, 0.0, 0.0], [0.0, 0.0, 0.0], [0.2, 0.1, 0.2], [-0.2, -0.1, -0.2], [0.0, 0.0, 0.0], [0.0, 0.0, 0.0], [0.0, 0.0, 0.0]],
  "spin_multiplicity": 1,
  "homo_energy_ev": -8.66
}

{
  "formula": "C19H30NO3PRuS",
  "method": "ωB97M-V with the def2-TZVPD basis set",
  "elements": ["Ru", "C", "O", "C", "C", "O", "C", "C", "O", "C", "H", "H", "H", "H", "H", "H", "H", "H", "H", "H", "H", "H", "H", "H", "C", "P", "C", "C", "C", "C", "C", "C", "C", "H", "H", "H", "H", "H", "H", "H", "H", "H", "H", "H", "S", "C", "N", "C", "C", "C", "C", "H", "H", "H", "H", "H"],
  "coordinates": [[-0.108849, 1.122845, -0.301345], [-1.865787, -0.138103, -2.682809], [-1.503086, 1.006329, -1.856005], [-1.767146, 2.252133, -2.580386], [-1.430449, 3.410971, -1.681276], [-0.161489, 3.182996, -1.032926], [1.054532, 3.482454, -1.748774], [1.569501, 2.251445, -2.448376], [1.537434, 1.142454, -1.488256], [2.278154, -0.022648, -1.958690], [-2.913405, -0.040646, -2.960178], [-1.704396, -1.029271, -2.093344], [-1.235732, -0.155189, -3.572019], [-2.824892, 2.268747, -2.845668], [-1.176459, 2.237788, -3.497082], [-2.150786, 3.512965, -0.870626], [-1.403817, 4.343645, -2.245740], [1.761317, 3.822042, -0.993069], [0.888733, 4.291112, -2.461661], [2.608375, 2.399662, -2.743504], [0.988272, 1.957638, -3.322412], [3.217922, 0.325594, -2.380800], [1.690268, -0.560542, -2.700611], [2.466703, -0.641287, -1.091251], [0.995328, -1.479351, 1.825507], [-0.187593, -1.104482, 0.507518], [-1.830885, -1.323227, 1.235611], [0.014793, -2.498578, -0.629251], [1.289918, -3.011793, -0.894425], [1.449647, -4.121960, -1.707333], [0.338922, -4.745599, -2.260955], [-0.933369, -4.269470, -1.977278], [-1.096502, -3.159228, -1.163377], [2.018411, -1.412330, 1.456367], [0.817620, -2.498854, 2.170218], [0.885400, -0.793769, 2.659982], [-1.903800, -2.306134, 1.703381], [-2.604888, -1.240957, 0.472681], [-2.016166, -0.550983, 1.978726], [2.174692, -2.586724, -0.438258], [2.440944, -4.514131, -1.890383], [0.463867, -5.616793, -2.889744], [-1.804219, -4.775222, -2.372034], [-2.106173, -2.848707, -0.925331], [-0.036722, 2.184718, 1.635938], [0.026185, 1.488283, 3.267230], [1.217168, 1.545485, 3.912483], [1.377333, 1.220508, 5.206908], [0.291843, 0.805572, 5.946710], [-0.949612, 0.757109, 5.329466], [-1.085151, 1.104213, 3.984719], [2.026267, 1.885769, 3.402754], [2.376790, 1.317362, 5.608766], [0.418877, 0.550604, 6.989201], [-1.825336, 0.463801, 5.894802], [-2.058528, 1.111738, 3.516217]],
  "atomic_forces_ev_per_a": [[0.0, 0.1, 0.2], [0.0, 0.0, 0.0], [0.0, 0.0, -0.1], [0.0, -0.1, 0.0], [0.0, 0.0, 0.0], [0.0, 0.0, 0.0], [0.0, 0.1, 0.0], [0.0, 0.0, 0.0], [-0.1, 0.0, -0.1], [0.0, 0.0, 0.0], [0.0, 0.0, 0.0], [0.0, 0.0, 0.0], [0.0, 0.0, 0.0], [0.0, 0.0, 0.0], [0.0, 0.0, 0.0], [0.0, 0.0, 0.0], [0.0, 0.0, 0.0], [0.0, 0.0, 0.0], [0.0, 0.0, 0.0], [0.0, 0.0, 0.0], [0.0, 0.0, 0.0], [0.0, 0.0, 0.0], [0.0, 0.0, 0.0], [0.0, 0.0, 0.0], [0.1, 0.0, 0.0], [0.0, -0.1, -0.1], [0.0, 0.0, 0.0], [0.0, 0.0, 0.0], [0.0, 0.0, 0.0], [0.0, 0.0, 0.0], [0.0, 0.0, 0.0], [0.0, 0.0, 0.0], [0.0, 0.0, 0.0], [0.0, 0.0, 0.0], [0.0, 0.0, 0.0], [0.0, 0.0, 0.0], [0.0, 0.0, 0.0], [0.0, 0.0, 0.0], [0.0, 0.0, 0.0], [0.0, 0.0, 0.0], [0.0, 0.0, 0.0], [0.0, 0.0, 0.0], [0.0, 0.0, 0.0], [0.0, 0.0, 0.0], [0.0, -0.1, -0.1], [0.0, 0.0, 0.0], [0.0, 0.0, 0.0], [0.0, 0.0, 0.0], [0.0, 0.0, 0.0], [0.0, 0.0, 0.0], [0.0, 0.0, 0.1], [0.0, 0.0, 0.0], [0.0, 0.0, 0.0], [0.0, 0.0, 0.0], [0.0, 0.0, 0.0], [0.0, 0.0, 0.0]],
  "total_charge": 3,
  "spin_multiplicity": 2,
  "homo_energy_ev": [-17.42, -17.41],
  "s_squared": 0.759,
  "relative_energy_kcal_mol": 0.0
}

{
  "formula": "C19H30O6Si",
  "method": "ωB97M-V with the def2-TZVPD basis set",
  "elements": ["C", "C", "C", "Si", "C", "C", "C", "C", "C", "C", "C", "C", "H", "H", "H", "H", "H", "H", "H", "H", "H", "H", "H", "H", "H", "H", "H", "H", "H", "H", "C", "C", "C", "O", "C", "O", "O", "H", "H", "H", "H", "H", "H", "C", "C", "C", "O", "C", "O", "O", "H", "H", "H", "H", "H", "H"],
  "coordinates": [[2.239780, 0.118192, 0.565341], [2.688490, 0.130464, -0.974092], [1.816623, 1.079732, -1.931950], [1.863486, 2.944255, -1.482243], [0.416909, 3.466880, -0.280589], [-0.926877, 2.710382, -0.748923], [-1.971567, 3.290394, -1.730661], [-3.206366, 2.412785, -2.086206], [-3.449225, 0.972838, -1.538302], [-2.410792, 0.393926, -0.546477], [-2.474923, -1.080319, 0.126929], [-1.201846, 1.281414, -0.175473], [2.182847, 1.146636, 1.060571], [1.281826, -0.503878, 0.743173], [3.065029, -0.457809, 1.138676], [2.532372, -0.949669, -1.362762], [3.824765, 0.307755, -1.044162], [2.293872, 0.997027, -2.986379], [0.730010, 0.710736, -2.080829], [3.169809, 3.318470, -0.908930], [1.644431, 3.728262, -2.703882], [0.278318, 4.597056, -0.398988], [0.730122, 3.175825, 0.784611], [-1.813021, 4.349429, -2.153981], [-3.985583, 2.855666, -2.795697], [-4.344950, 0.330512, -1.833815], [-2.219840, -1.822266, -0.715468], [-3.494478, -1.325588, 0.566151], [-1.622295, -1.194188, 0.897304], [-0.442555, 0.878426, 0.568072], [4.685764, -4.255381, -2.913966], [4.996648, -3.788607, -1.508652], [5.730994, -4.804683, -0.684049], [5.341219, -4.458327, 0.639130], [4.109965, -3.881579, 0.541247], [3.393984, -3.652492, 1.472215], [3.799168, -3.604194, -0.756932], [4.069523, -3.516482, -3.432611], [5.601372, -4.414362, -3.487978], [4.112116, -5.186265, -2.900886], [5.528133, -2.830729, -1.537573], [6.813920, -4.735853, -0.801164], [5.415111, -5.834743, -0.878399], [-4.609408, 2.931959, 3.541604], [-4.599938, 1.420275, 3.602895], [-3.861628, 0.774095, 2.468385], [-4.501523, -0.487777, 2.368328], [-5.776011, -0.314457, 2.821518], [-6.656227, -1.115203, 2.691322], [-5.915827, 0.894588, 3.437123], [-5.240141, 3.340855, 4.335229], [-3.600870, 3.337010, 3.650424], [-5.030194, 3.284116, 2.595740], [-4.221499, 1.084118, 4.574897], [-2.797036, 0.654400, 2.677029], [-3.981985, 1.296372, 1.514106]],
  "atomic_forces_ev_per_a": [[0.9, -1.0, 0.3], [-0.7, -1.0, 0.0], [0.7, -0.7, -0.8], [-1.1, -0.7, 0.2], [-1.0, -0.5, -0.5], [-2.6, -1.9, -0.2], [-0.1, -3.4, 1.7], [1.7, -1.2, 1.6], [3.3, 2.0, 1.2], [0.9, 2.8, -0.7], [0.7, 0.7, -1.3], [-1.9, 1.3, -1.9], [-0.1, -1.3, -0.8], [1.4, 1.3, -0.4], [-1.3, 0.9, -0.8], [0.4, 1.6, 0.7], [-1.8, 0.2, 0.0], [-0.7, 0.2, 1.6], [1.7, 0.5, 0.5], [0.1, 0.0, 0.1], [0.0, 0.1, -0.2], [0.2, -1.6, 0.4], [-0.8, 0.6, -1.5], [-0.5, -2.0, 0.7], [1.3, -0.7, 1.1], [1.4, 1.3, 0.4], [-0.5, 1.0, 1.3], [1.5, 0.4, -0.6], [-1.5, 0.3, -1.1], [-1.1, 0.5, -1.1], [-0.4, 0.1, -0.1], [0.0, -0.2, -1.2], [0.7, -0.2, 0.0], [-0.5, 0.2, 0.0], [-0.7, 0.2, 0.9], [0.6, -0.1, -0.7], [0.2, -0.1, 0.7], [0.2, 0.0, 0.0], [0.0, 0.1, 0.1], [0.1, 0.0, 0.1], [0.0, -0.1, 0.1], [-0.1, 0.0, 0.2], [-0.1, 0.1, -0.1], [-0.4, 0.2, 0.1], [0.3, 1.1, 0.2], [0.8, 0.2, -0.1], [-0.8, -0.2, 0.3], [-0.9, -0.6, -0.1], [0.7, 0.6, 0.1], [0.1, -0.7, -0.3], [0.2, -0.1, 0.0], [0.0, -0.1, 0.0], [0.1, -0.1, 0.0], [0.0, -0.1, -0.1], [-0.1, -0.2, -0.1], [0.0, 0.1, 0.2]],
  "spin_multiplicity": 1,
  "homo_energy_ev": -8.46
}